DFT (the ωB97M-V functional and the def2-TZVPD basis) results for a structure of composition C54H59CaClN7O17.

```
139
Properties=species:S:1:pos:R:3:forces:R:3
Ca 0.58573 -2.94204 0.62741 0.063 1.049 -0.520
Cl 0.83925 -0.54392 -0.51111 -0.027 -0.461 0.224
C -4.01684 -2.61620 6.25027 -0.288 -0.078 -0.290
C -3.62788 -1.30508 6.18582 0.973 0.900 -0.262
C -2.78891 -0.85037 5.17274 -0.091 0.001 -1.514
C -2.39894 -1.73881 4.16251 0.321 -1.093 0.029
C -2.70120 -3.11976 4.27690 -0.417 1.587 -0.744
C -3.58130 -3.50254 5.25830 0.184 -0.611 0.731
N -1.58122 -1.34389 2.96533 1.710 2.762 0.093
O -1.35771 -0.11904 2.74380 -1.072 -3.662 0.747
O -1.03008 -2.24336 2.29798 -1.090 0.862 1.036
H -4.70006 -2.85177 7.05285 -0.008 -0.612 -0.111
H -3.91405 -0.55766 6.91099 -0.253 -0.211 0.200
H -2.56141 0.20244 5.09379 0.215 0.018 -0.025
H -2.40783 -3.82166 3.51031 0.165 0.062 0.070
H -3.84817 -4.54903 5.25158 -0.275 -0.019 0.307
C -2.32633 -0.22904 -5.04303 -0.176 -0.528 0.289
C -1.31810 -0.03814 -4.08345 -0.856 -0.995 -1.617
C -0.10015 -0.66354 -4.31861 1.172 0.386 0.796
C 0.14492 -1.43120 -5.44427 -1.886 0.153 -0.589
C -0.92266 -1.60894 -6.36072 2.244 -0.549 -0.514
C -2.16109 -1.08456 -6.16132 -0.163 1.575 1.305
N 1.45575 -2.04494 -5.73785 1.298 0.203 0.274
O 1.54114 -2.92090 -6.60965 -0.296 1.431 1.433
O 2.41314 -1.61226 -5.06468 -1.469 -0.980 -1.086
H -3.27566 0.26738 -4.90612 -0.161 0.026 0.045
H -1.50887 0.53162 -3.18603 0.190 0.122 -0.051
H 0.67575 -0.44260 -3.60058 0.292 -0.366 0.023
H -0.63522 -2.03652 -7.30990 -0.300 -0.559 -0.007
H -2.96093 -1.20286 -6.87732 0.068 -0.018 -0.056
C -0.95917 3.27950 -2.90397 0.855 0.527 1.215
C -2.26804 3.80324 -2.91107 1.456 0.305 0.436
C -2.57031 4.75629 -1.95229 -0.434 0.049 0.623
C -1.69339 5.08868 -0.93126 0.367 -0.610 0.349
C -0.41866 4.47731 -0.81760 -0.833 0.161 -0.902
C -0.01571 3.61734 -1.86061 -2.278 0.414 -0.234
N -2.21345 6.04749 0.11350 0.494 0.799 0.036
O -3.10197 6.81815 -0.19347 -0.108 -0.655 -0.526
O -1.68555 6.09568 1.21291 0.416 -0.865 -0.301
H -0.55381 2.60993 -3.64812 -0.380 -0.087 -0.274
H -3.06792 3.60770 -3.60990 0.394 -0.462 -0.372
H -3.56673 5.17285 -1.94805 0.024 0.279 0.063
H 0.22346 4.68897 0.02459 -0.011 0.135 -0.024
H 0.96405 3.16302 -1.85196 0.013 0.000 -0.016
C 7.27879 -1.32790 -0.27291 -0.696 -0.254 0.427
C 5.98798 -0.83431 -0.46939 1.433 0.563 -0.090
C 4.92973 -1.67183 -0.46710 -2.360 -1.282 0.108
C 5.06948 -3.04208 -0.23363 0.679 0.951 -0.300
C 6.35417 -3.54174 -0.04634 -0.363 -0.841 0.054
C 7.45364 -2.69585 -0.02855 -0.052 0.836 -0.353
N 3.89231 -3.93332 -0.31129 1.249 -1.623 -0.701
O 4.13467 -5.09623 -0.71724 -1.396 2.716 1.228
O 2.78015 -3.48570 0.01023 1.594 -0.870 -0.400
H 8.06913 -0.59189 -0.26462 0.377 -0.336 -0.018
H 5.85248 0.22242 -0.64643 -0.117 0.034 -0.071
H 3.92601 -1.32702 -0.66727 -0.158 0.324 0.050
H 6.47488 -4.60867 0.06981 0.119 -0.061 0.113
H 8.45100 -3.07862 0.13009 -0.055 -0.185 0.034
C 0.85175 0.30478 6.54426 0.117 1.093 -0.046
C 0.55841 -0.97558 6.15810 0.356 -0.468 -0.552
C 1.13772 -1.48561 4.98709 -0.292 0.376 0.024
C 2.00142 -0.67229 4.22220 -0.118 0.219 0.300
C 2.32698 0.62199 4.62135 -0.820 -0.210 0.815
C 1.66900 1.09812 5.77108 1.364 0.120 -0.616
N 2.53852 -1.16261 2.92647 0.893 0.552 0.073
O 1.96109 -2.14532 2.46254 0.103 -0.107 -0.150
O 3.49365 -0.60819 2.39593 -1.610 -0.787 0.875
H 0.46045 0.75919 7.44247 -0.237 -0.250 0.134
H -0.11651 -1.51876 6.80296 0.055 -0.558 -0.300
H 0.87051 -2.48803 4.68683 0.213 -0.011 -0.227
H 3.03677 1.26743 4.12537 -0.104 -0.114 -0.363
H 1.92575 2.09144 6.10842 -0.103 0.134 -0.020
C 4.29268 3.01275 -0.85250 -0.450 -0.220 -1.652
C 3.55902 1.88079 -1.24625 0.064 0.278 -0.226
C 3.07742 1.68436 -2.56607 1.356 1.147 -0.260
C 3.35695 2.70185 -3.51397 0.205 0.004 0.960
C 4.04476 3.86316 -3.11158 0.085 -0.201 -0.359
C 4.53894 3.99833 -1.82514 -0.272 -0.749 0.814
N 2.97010 2.51950 -4.94773 -0.464 -0.076 -1.816
O 3.58486 3.11183 -5.84506 -0.393 -0.446 2.013
O 2.02589 1.76659 -5.21505 0.926 0.616 1.107
H 4.70681 3.07601 0.14294 -0.098 0.085 0.088
H 3.41510 1.14094 -0.47275 -0.312 -0.385 -0.219
H 2.70480 0.73465 -2.92047 -0.420 0.013 0.241
H 4.28738 4.69275 -3.75913 -0.267 -0.303 -0.580
H 5.14931 4.85387 -1.57636 -0.102 0.154 -0.032
C -3.66530 3.48789 2.05442 0.248 0.054 -0.270
C -3.11477 2.48730 1.24485 -0.420 -0.143 0.819
C -3.78122 2.08581 0.10813 -0.726 0.632 -1.619
C -4.95811 2.74057 -0.29683 0.458 0.421 0.370
C -5.44427 3.80271 0.48375 -0.359 -0.369 -1.549
C -4.77590 4.18464 1.61625 -0.164 -0.269 0.568
N -5.62327 2.38605 -1.61788 -1.355 0.277 0.760
O -6.67990 2.98397 -1.86928 1.806 -0.785 0.212
O -5.15141 1.48921 -2.30358 0.016 0.773 0.534
H -3.25321 3.79070 3.00567 0.453 -0.141 -0.050
H -2.21921 1.95415 1.52789 0.085 0.097 0.055
H -3.34652 1.40804 -0.61164 0.075 -0.382 0.216
H -6.30012 4.39461 0.19464 -0.138 -0.273 -0.290
H -5.19758 5.00105 2.18375 0.173 0.061 0.146
C -3.63755 -2.70410 -1.50062 -0.061 -1.978 0.246
C -3.67460 -4.11754 -0.86693 0.486 -0.735 1.308
C -2.62594 -4.04760 0.30923 -1.725 0.101 -0.051
O -1.65378 -3.18407 -0.21857 0.126 0.700 -0.906
C -2.40957 -2.10973 -0.85479 0.232 0.585 -0.206
H -4.54829 -2.13432 -1.31622 0.145 -0.050 -0.081
H -3.50752 -2.92871 -2.55927 -0.027 0.814 -0.137
H -3.23224 -4.91104 -1.46923 -0.131 0.351 -0.684
H -4.67869 -4.48175 -0.64956 0.090 0.176 0.492
H -2.21919 -5.00889 0.62318 0.314 -0.103 -0.485
H -2.98963 -3.59499 1.23172 -0.551 0.151 0.090
H -1.84951 -1.62037 -1.65164 0.657 0.043 0.630
H -2.65443 -1.40615 -0.05911 -0.060 0.244 -0.109
C 0.39748 4.07440 3.64312 -0.245 2.009 -0.140
C 0.34576 2.97272 2.62738 -0.307 -0.825 -1.181
C 1.73519 2.99425 1.94857 -1.033 0.100 0.617
O 2.54866 3.54597 2.94163 1.819 -0.383 0.814
C 1.83272 4.56981 3.63387 0.762 -0.380 -0.301
H 0.10580 3.89510 4.67795 -0.392 -0.439 -0.296
H -0.16819 4.90290 3.21685 -0.545 0.051 0.547
H -0.37837 3.13244 1.82850 -0.336 0.252 0.231
H 0.06526 2.01494 3.06564 0.468 -0.203 -0.016
H 1.80811 3.64579 1.07778 -0.465 0.098 -0.308
H 2.00420 1.99279 1.61269 0.570 -0.035 0.340
H 1.99760 5.52302 3.13158 -0.346 0.102 -0.387
H 2.26582 4.73259 4.62080 0.103 -0.465 0.077
C -0.35593 -5.85370 -2.75693 -0.899 1.235 -1.428
C -0.04407 -4.56357 -3.49796 1.242 -0.866 -2.092
C 0.41591 -3.59768 -2.48298 -0.366 0.709 0.354
O 0.47238 -4.31435 -1.25516 0.099 -1.497 0.778
C 0.57296 -5.71771 -1.60491 0.054 -0.375 0.229
H -0.17552 -6.65131 -3.47761 -0.273 -0.407 0.627
H -1.39796 -5.71600 -2.46830 -0.096 -0.922 0.351
H -0.74827 -4.17931 -4.23590 -0.343 -0.131 0.347
H 0.85718 -4.78914 -4.06802 -0.063 -0.078 -0.538
H -0.34307 -2.82453 -2.36346 0.782 0.527 0.105
H 1.43715 -3.31805 -2.74179 -0.213 0.994 0.220
H 0.25027 -6.40332 -0.82138 0.279 0.519 0.582
H 1.60237 -5.93420 -1.89047 0.118 -0.101 0.068
```
Positions in Å, forces in eV/Å.

HOMO level (eV): -11.398
Lowest unoccupied orbital energy (eV): -4.14
Largest force on an atom (eV Å⁻¹): 3.89
Net charge: +1
Total energy (Eh): -4892.50317

Results of the Löwdin charge analysis, in e, for atoms 1 through 99:
1. Ca 1.3037
2. Cl -0.1636
3. C -0.0422
4. C -0.0638
5. C -0.0014
6. C -0.1133
7. C -0.0082
8. C -0.0518
9. N -0.2314
10. O 0.0749
11. O -0.1061
12. H 0.1186
13. H 0.1181
14. H 0.1225
15. H 0.1052
16. H 0.1149
17. C -0.0397
18. C -0.0707
19. C -0.0403
20. C -0.1369
21. C -0.0152
22. C -0.0558
23. N -0.3106
24. O 0.0692
25. O 0.0498
26. H 0.1020
27. H 0.0911
28. H 0.0786
29. H 0.1192
30. H 0.1113
31. C -0.0365
32. C -0.0525
33. C -0.0352
34. C -0.1184
35. C 0.0061
36. C -0.0182
37. N -0.3387
38. O 0.0781
39. O 0.0532
40. H 0.0829
41. H 0.1102
42. H 0.1188
43. H 0.0913
44. H 0.0787
45. C -0.0314
46. C -0.0615
47. C -0.0194
48. C -0.1240
49. C -0.0016
50. C -0.0448
51. N -0.2518
52. O 0.1028
53. O -0.1035
54. H 0.1130
55. H 0.1019
56. H 0.0942
57. H 0.1195
58. H 0.1120
59. C -0.0716
60. C -0.0681
61. C 0.0029
62. C -0.1167
63. C 0.0278
64. C -0.0458
65. N -0.2823
66. O -0.0973
67. O 0.1238
68. H 0.1170
69. H 0.1127
70. H 0.1126
71. H 0.1191
72. H 0.1145
73. C -0.0609
74. C -0.1016
75. C -0.0072
76. C -0.1195
77. C -0.0088
78. C -0.0643
79. N -0.3137
80. O 0.0763
81. O 0.0486
82. H 0.1085
83. H 0.0609
84. H 0.0929
85. H 0.1193
86. H 0.1081
87. C -0.0570
88. C -0.0671
89. C -0.0177
90. C -0.1142
91. C -0.0105
92. C -0.0775
93. N -0.3218
94. O 0.0677
95. O 0.0473
96. H 0.1102
97. H 0.0765
98. H 0.1068
99. H 0.1221

---

DFT (the ωB97M-V functional and the def2-TZVPD basis) results for an isolated molecule of C5H7N.

```
13
Properties=species:S:1:pos:R:3:forces:R:3
C -1.15837 0.12793 0.74459 -0.162 0.293 0.284
C -0.84174 -0.25897 -0.64122 0.089 -0.102 0.307
C -0.02873 -0.83724 0.60359 -0.264 -0.462 -0.241
C 1.24130 -0.24501 -0.02054 0.293 -0.573 0.121
N 1.35011 1.17488 -0.00798 -1.287 0.022 -1.556
C 0.49806 0.36334 -1.10762 0.408 0.904 0.314
H -2.03707 -0.39081 1.12026 0.014 0.248 0.063
H -1.08235 1.16135 1.06151 0.088 0.030 0.236
H -1.64043 -0.54325 -1.34466 0.707 -0.370 0.464
H 0.04000 -1.73132 1.22353 -0.501 -0.059 -0.558
H 2.12748 -0.84161 -0.15762 0.214 -0.125 0.274
H 0.74891 1.60187 0.70271 0.140 -0.184 -0.372
H 0.74245 0.39914 -2.17353 0.261 0.378 0.666
```
Positions in Å, forces in eV/Å.

HOMO level (eV): -8.587
Energy relative to the best compared isomer or geometry (same formula, charge and spin) (eV): 4.091
Lowest unoccupied orbital energy (eV): 1.17
Largest force on an atom (eV Å⁻¹): 2.02
Net charge: 0
Total energy (Eh): -249.32291
SMILES: C1[C@@H]2[C@H]1[C@@H]1N[C@H]21

The molecule's Löwdin atomic charges, reported in e, are given here:
1. C -0.1400
2. C -0.1476
3. C -0.1276
4. C -0.3271
5. N 0.0915
6. C -0.1425
7. H 0.1123
8. H 0.0973
9. H 0.1319
10. H 0.1229
11. H 0.1326
12. H 0.0697
13. H 0.1267

---

DFT (the ωB97M-V functional and the def2-TZVPD basis) results for a structure of composition C27H37ClN8OPtS5.

```
80
Properties=species:S:1:pos:R:3:forces:R:3
Pt -0.46574 -0.36804 -2.59927 -0.646 -0.031 0.050
N 2.43587 -2.93481 -2.52964 0.095 -0.010 0.088
C 1.44138 -3.09335 -3.42353 0.042 -0.025 -0.049
N 0.56766 -2.17989 -3.74766 0.012 0.058 -0.093
C -0.21845 -2.60487 -4.81270 -0.122 0.152 0.014
C -0.00532 -3.87177 -5.22089 0.026 0.013 0.005
S 1.28435 -4.58055 -4.31130 0.007 -0.057 -0.037
C -1.14602 -1.62288 -5.39176 0.132 -0.187 -0.028
C -1.80216 -1.71035 -6.56796 -0.007 0.036 0.061
S -2.73186 -0.27391 -6.82463 0.013 -0.032 -0.049
C -2.14711 0.35855 -5.31358 -0.449 0.732 0.000
N -1.34067 -0.44953 -4.69308 0.532 -0.456 0.481
N -2.50231 1.57023 -4.85440 0.008 -0.397 -0.568
H 1.80320 -1.25790 -1.71204 0.019 -0.056 0.084
H 2.93892 -3.74326 -2.20659 -0.070 0.013 0.051
H -0.51259 -4.42671 -5.99041 -0.016 0.000 -0.007
H -1.77444 -2.50161 -7.29582 -0.009 -0.007 -0.019
H -3.20822 2.09679 -5.33248 -0.049 0.008 0.008
H -2.27308 1.82102 -3.89818 0.029 0.140 0.111
S -2.34594 3.43754 -0.85173 -0.142 -0.178 0.044
C -1.83854 2.16968 -1.92358 0.301 0.206 0.050
S -0.16827 2.05575 -2.47877 0.048 -0.070 -0.058
S -2.56724 0.59628 -1.67599 -0.055 0.098 0.172
C 5.03211 -1.48145 -2.43723 0.005 -0.016 0.018
C 3.65335 -0.83623 -2.49238 -0.033 0.031 0.020
C 3.61425 0.42940 -1.64110 -0.007 -0.003 -0.006
C 3.27612 -0.50769 -3.93610 0.005 0.047 -0.010
N 2.68706 -1.74736 -1.82913 -0.015 0.008 -0.090
H 5.78750 -0.79199 -2.81543 0.001 0.004 -0.013
H 5.06968 -2.38177 -3.05480 -0.005 -0.009 0.011
H 5.28570 -1.74874 -1.41029 0.008 0.009 -0.001
H 4.38018 1.13027 -1.97335 -0.013 0.016 -0.008
H 3.79191 0.18702 -0.59190 0.023 0.004 -0.001
H 2.64194 0.92440 -1.72512 0.008 -0.009 0.011
H 3.99407 0.19998 -4.35433 0.018 -0.009 -0.005
H 2.28234 -0.05847 -3.98634 0.028 0.008 -0.002
H 3.28659 -1.40214 -4.56255 -0.001 0.003 -0.006
C -1.34047 3.81092 4.46976 0.013 0.033 0.006
C -0.19730 2.82349 4.21573 -0.025 -0.074 0.046
C -0.06093 1.89554 5.43281 -0.016 0.041 0.012
C 1.10031 3.63778 4.12203 0.030 -0.001 0.018
C -0.43786 2.04011 2.87341 0.080 0.025 -0.129
O 0.00565 2.85746 1.78402 0.165 0.143 0.012
C -1.90356 1.69495 2.56257 -0.040 0.177 0.048
C -2.71065 0.76833 3.47486 -0.066 -0.053 -0.026
C -2.47471 -0.69842 3.21926 -0.038 -0.078 0.095
C -1.84315 -1.51765 4.14644 -0.003 -0.015 -0.015
C -1.63705 -2.86692 3.89285 -0.011 -0.014 0.001
C -2.08323 -3.40124 2.69892 0.010 0.017 0.044
Cl -1.81374 -5.08781 2.35729 0.004 0.003 -0.003
C -2.73669 -2.61446 1.76494 0.049 -0.002 -0.034
C -2.92209 -1.26903 2.02991 -0.004 0.043 -0.056
C 0.51079 0.83441 2.80532 -0.147 -0.004 0.014
N 0.35816 0.04031 1.59261 0.231 -0.076 0.037
C 0.14364 0.41773 0.33678 -0.390 -0.057 0.139
N 0.05679 -0.65794 -0.42950 0.651 -0.009 -0.231
C 0.30464 -1.68804 0.42469 -0.378 -0.048 -0.014
N 0.47739 -1.31023 1.66406 0.063 0.129 -0.032
H -1.09874 4.42432 5.33950 0.000 0.009 0.001
H -2.29049 3.31445 4.67010 0.006 -0.015 0.011
H -1.48008 4.48890 3.62433 0.002 -0.015 -0.010
H -0.00500 2.50381 6.33767 -0.002 -0.002 0.001
H 0.85254 1.30079 5.39017 0.010 0.008 0.001
H -0.90194 1.21510 5.55002 -0.005 -0.019 0.009
H 1.26962 4.14116 5.07621 0.009 -0.008 0.007
H 1.05026 4.38933 3.33776 -0.014 0.000 0.011
H 1.97041 3.00999 3.92378 -0.001 -0.004 0.002
H -0.70321 3.42899 1.46068 -0.108 -0.130 -0.061
H -1.93082 1.29548 1.54565 -0.065 -0.003 0.028
H -2.43203 2.65055 2.50730 0.034 -0.011 -0.045
H -3.76436 0.97879 3.27247 -0.003 -0.026 0.006
H -2.56313 1.00013 4.52838 0.028 -0.015 -0.008
H -1.50405 -1.10203 5.08853 0.008 0.006 0.012
H -1.13449 -3.49741 4.61308 0.007 0.001 -0.001
H -3.08728 -3.05097 0.83964 -0.004 0.006 -0.013
H -3.42426 -0.65057 1.29359 0.017 0.001 -0.020
H 0.35185 0.12575 3.61303 -0.049 0.065 0.022
H 1.53205 1.21176 2.85947 0.033 -0.082 -0.023
H -0.00131 1.43573 0.02355 0.119 0.027 -0.058
H 0.29231 -2.72490 0.13233 0.083 -0.007 -0.031
```
Positions in Å, forces in eV/Å.

Multiplicity: 5
HOMO level (alpha / beta) (eV): -5.600 / -7.476
Energy relative to the best compared isomer or geometry (same formula, charge and spin) (eV): 0.567
Lowest unoccupied orbital energy (alpha / beta) (eV): 0.25 / -1.77
Largest force on an atom (eV Å⁻¹): 0.86
Net charge: 0
Total energy (Eh): -4134.72774

The molecule's Löwdin atomic charges, reported in e, are given here:
1. Pt 0.6611
2. N -0.0035
3. C -0.6355
4. N -0.0107
5. C -0.3305
6. C -0.3452
7. S 1.0576
8. C -0.3370
9. C -0.3481
10. S 1.0574
11. C -0.6829
12. N -0.0487
13. N 0.1150
14. H 0.0408
15. H 0.1386
16. H 0.0764
17. H 0.0740
18. H 0.1036
19. H -0.0209
20. S 0.5798
21. C -1.7581
22. S 0.3982
23. S 0.4316
24. C -0.0490
25. C -0.6152
26. C -0.0372
27. C -0.0447
28. N 0.0154
29. H 0.0848
30. H 0.0749
31. H 0.0841
32. H 0.0896
33. H 0.0877
34. H 0.0556
35. H 0.0889
36. H 0.0595
37. H 0.0781
38. C -0.0426
39. C -0.5066
40. C -0.0424
41. C -0.0458
42. C -0.4157
43. O -0.0434
44. C -0.1140
45. C -0.1205
46. C -0.2288
47. C -0.0462
48. C -0.1055
49. C -0.6806
50. Cl 0.6472
51. C -0.1082
52. C -0.0353
53. C -0.0325
54. N -0.0634
55. C -0.1767
56. N -0.0765
57. C -0.1979
58. N 0.1453
59. H 0.0890
60. H 0.0820
61. H 0.0928
62. H 0.0902
63. H 0.0865
64. H 0.0608
65. H 0.0883
66. H 0.0856
67. H 0.0818
68. H 0.0543
69. H 0.0908
70. H 0.1104
71. H 0.1273
72. H 0.0944
73. H 0.1088
74. H 0.1055
75. H 0.1085
76. H 0.1072
77. H 0.1159
78. H 0.1360
79. H 0.0680
80. H 0.1203